A molecular structure, C38H42AsF6NO5P2S5SbSiTi. Source: the OMol25 dataset; level of theory: ωB97M-V with the def2-TZVPD basis set.

Structure (XYZ):
```
103
Properties=species:S:1:pos:R:3:lowdin_charge:R:1
Ti 0.2767 0.4800 0.0634 0.5404
C 3.1300 -1.3710 3.2057 -0.2681
P 2.0552 -1.6687 1.7434 0.8760
C 1.4663 -3.3654 2.1158 -0.2755
C 3.3625 -2.0516 0.5004 -0.4197
C 4.1932 -0.8174 0.1133 -0.3824
P 3.2526 0.4125 -0.9225 0.8990
C 4.1010 0.1834 -2.5357 -0.2656
C 4.0476 1.9776 -0.4205 -0.2551
H 3.8617 -2.1727 3.3336 0.0448
H 2.5173 -1.2973 4.1063 0.0277
H 3.6567 -0.4253 3.0807 0.0087
H 2.2865 -4.0502 2.3428 0.0392
H 0.9090 -3.7412 1.2559 0.0343
H 0.7828 -3.3273 2.9661 0.0251
H 2.8680 -2.4611 -0.3839 0.0574
H 4.0142 -2.8352 0.9036 0.0785
H 5.0734 -1.1339 -0.4523 0.0771
H 4.5718 -0.3025 1.0005 0.0633
H 5.1747 0.3522 -2.4245 0.0396
H 3.6843 0.8992 -3.2407 0.0253
H 3.9247 -0.8218 -2.9097 0.0236
H 5.1339 1.9173 -0.5154 0.0465
H 3.7787 2.2228 0.6043 0.0047
H 3.6702 2.7595 -1.0821 0.0477
S -5.7540 1.5968 -0.0288 -0.2173
Sb -3.5485 2.0773 -0.1142 0.7543
S -0.9381 0.8170 1.9347 0.3302
S -2.3987 -0.1819 -0.6549 0.2490
F -0.6494 -3.5394 -1.9712 0.1222
C -0.5564 -2.5697 -2.8888 -0.6799
F -1.7507 -2.0533 -3.0865 0.1347
F -0.1381 -3.1184 -4.0308 0.1342
S 0.7060 -1.3301 -2.3261 0.5515
O 0.4928 -1.3021 -0.8379 -0.5409
O 1.9371 -1.9892 -2.6627 -0.2910
N 0.2707 -0.0735 -3.0208 -0.3939
S 0.3110 1.5630 -2.8410 0.7864
O 1.6986 2.0235 -2.9410 -0.4851
O -0.0571 1.7236 -1.2871 -0.6286
C -3.3188 2.5459 -2.3310 -0.7900
F -2.3853 3.5439 -2.4660 -0.0132
F -2.8988 1.5413 -3.1342 0.0048
F -4.4499 3.0318 -2.8878 0.0212
O 1.5315 1.4351 1.1538 -0.6904
As 0.8526 2.2659 2.5466 0.9944
C 0.6870 1.8044 4.4508 -0.3211
C 0.9913 2.7806 5.3949 -0.1079
C 0.8705 2.4982 6.7465 -0.0819
C 0.4881 1.2269 7.1588 -0.0876
C 0.2061 0.2475 6.2181 -0.0779
C 0.2915 0.5395 4.8613 -0.1276
C -0.2491 3.7753 2.0739 -0.3535
C -0.1750 4.2421 0.7658 -0.1210
C -1.0433 5.2393 0.3443 -0.0800
C -1.9794 5.7624 1.2254 -0.0922
C -2.0559 5.2836 2.5263 -0.0839
C -1.1932 4.2846 2.9549 -0.0937
C 2.6093 3.1727 2.7931 -0.2960
C 2.8889 4.4051 2.2132 -0.0884
C 4.1695 4.9421 2.2785 -0.0850
C 5.1853 4.2491 2.9204 -0.0982
C 4.9126 3.0236 3.5142 -0.0862
C 3.6304 2.4953 3.4549 -0.1161
H 1.3197 3.7613 5.0712 0.1098
H 1.0848 3.2658 7.4795 0.1009
H 0.4079 1.0031 8.2152 0.0992
H -0.0967 -0.7422 6.5355 0.0977
H 0.0327 -0.2048 4.1182 0.0499
H 0.5264 3.8012 0.0662 0.1019
H -1.0043 5.5832 -0.6811 0.1091
H -2.6687 6.5268 0.8902 0.1024
H -2.8035 5.6734 3.2055 0.1020
H -1.2757 3.8867 3.9596 0.1015
H 2.1078 4.9526 1.7004 0.0924
H 4.3735 5.9011 1.8185 0.1004
H 6.1851 4.6629 2.9610 0.0965
H 5.6978 2.4805 4.0263 0.0994
H 3.4187 1.5482 3.9371 0.0876
C -3.6817 -0.8980 5.2313 -0.0979
C -4.4105 -0.2239 4.2596 -0.0789
C -4.1811 -0.4697 2.9119 -0.1058
C -3.2028 -1.3805 2.5120 -0.3479
C -2.4866 -2.0601 3.5005 -0.1340
C -2.7243 -1.8279 4.8482 -0.1094
Si -2.7999 -1.7657 0.7224 0.3611
C -4.1677 -2.7989 -0.0252 -0.3082
C -5.3407 -2.1850 -0.4750 -0.0991
C -6.3771 -2.9452 -0.9983 -0.0827
C -6.2544 -4.3262 -1.0891 -0.1036
C -5.0920 -4.9475 -0.6544 -0.1042
C -4.0575 -4.1859 -0.1251 -0.1114
H -3.8605 -0.7019 6.2816 0.0951
H -5.1627 0.5007 4.5466 0.1020
H -4.7633 0.0721 2.1742 0.0377
H -1.7180 -2.7703 3.2108 0.0800
H -2.1577 -2.3668 5.5994 0.0933
H -1.5709 -2.5965 0.7901 0.0096
H -5.4448 -1.1039 -0.4252 0.0250
H -7.2794 -2.4551 -1.3429 0.1017
H -7.0616 -4.9170 -1.5049 0.0934
H -4.9882 -6.0230 -0.7324 0.0934
H -3.1494 -4.6787 0.2065 0.0932
```

Summary:
* energy relative to the best compared isomer or geometry (same formula, charge and spin): 1.580 eV
* total charge: -1
* orbital gap: 6.77 eV



A molecular structure, C38H42BrN6O7RuS at a distorted geometry. Source: the OMol25 dataset; level of theory: ωB97M-V with the def2-TZVPD basis set.

Structure (XYZ):
```
96
Properties=species:S:1:pos:R:3:mulliken_spin:R:1
Ru 0.4006 1.3277 0.2045 1.2664
O -1.4532 3.1174 2.8683 -0.0092
C -0.7694 3.5127 1.9193 -0.0118
O 0.3876 3.1079 1.6181 -0.0048
C -1.3632 4.5717 1.0074 0.0149
C -2.0379 5.6428 1.5745 -0.0019
C -2.6141 6.6189 0.7804 0.0028
C -2.5289 6.5247 -0.6027 0.0001
C -1.8794 5.4562 -1.1816 0.0057
C -1.2866 4.4666 -0.3881 0.0365
S -0.5320 3.1565 -1.2491 -0.3598
H -2.1035 5.7016 2.6504 0.0000
H -3.1334 7.4494 1.2356 0.0002
H -2.9782 7.2814 -1.2301 -0.0001
H -1.8095 5.3573 -2.2544 0.0065
C 3.1923 1.9262 2.2813 0.0019
O 2.0899 1.0437 2.2469 0.0111
C 1.8163 0.3181 3.3480 -0.0015
C 2.6473 0.1864 4.4485 -0.0007
C 2.2456 -0.6235 5.5041 0.0000
Br 3.3962 -0.7875 7.0120 0.0000
C 1.0589 -1.3152 5.4928 -0.0005
C 0.2037 -1.1924 4.3889 -0.0031
C 0.5723 -0.3577 3.3248 -0.0021
O -0.2094 -0.1638 2.2621 0.0014
C -1.0535 -1.9078 4.3194 0.0010
N -1.9155 -1.7848 3.3323 0.0005
C -2.9638 -2.6139 3.6264 -0.0002
C -4.1459 -2.8664 2.9385 0.0001
C -5.0363 -3.7528 3.5059 0.0000
C -4.7753 -4.3870 4.7222 0.0000
C -3.6053 -4.1585 5.4173 0.0000
C -2.7071 -3.2656 4.8564 0.0000
N -1.4860 -2.7968 5.2647 0.0000
H 4.1384 1.3747 2.2539 0.0002
H 3.1554 2.5661 3.1684 0.0001
H 3.1011 2.5401 1.3862 0.0011
H 3.5981 0.6921 4.4965 -0.0001
H 0.7993 -1.9381 6.3340 0.0001
H -1.0052 -0.7600 2.3520 -0.0045
H -4.3562 -2.3801 1.9998 0.0000
H -5.9661 -3.9646 3.0009 0.0000
H -5.5084 -5.0693 5.1260 0.0000
H -3.4056 -4.6502 6.3573 0.0000
H -0.9998 -3.0707 6.1011 0.0000
C -3.6457 0.3140 -0.6635 -0.0004
C -3.2240 0.4010 0.7964 -0.0031
O -2.1497 1.3163 0.8978 0.0019
H -4.3310 -0.5164 -0.8195 0.0003
H -2.7517 0.1680 -1.2649 -0.0014
H -4.1177 1.2404 -0.9807 0.0000
H -2.9074 -0.5845 1.1642 0.0006
H -4.0620 0.7472 1.4121 0.0000
H -2.0909 1.6565 1.8094 0.0027
C -2.2809 -2.0091 -4.1239 -0.0001
C -1.9581 -3.3830 -3.5381 -0.0002
C -3.0194 -3.8041 -2.5252 -0.0001
C -0.5525 -3.4141 -2.9092 0.0001
N -0.4573 -2.5603 -1.7606 0.0013
C -0.3653 -1.2216 -1.6924 0.0107
N -0.3245 -0.8883 -0.4189 0.0266
N -0.4033 -2.0206 0.2705 -0.0089
N -0.4803 -3.0139 -0.5068 0.0001
H -3.1999 -2.0600 -4.7026 0.0000
H -1.4837 -1.6680 -4.7818 0.0000
H -2.4298 -1.2724 -3.3377 0.0006
H -1.9396 -4.1134 -4.3527 0.0000
H -3.0116 -3.1447 -1.6598 0.0001
H -2.8496 -4.8223 -2.1833 0.0000
H -4.0058 -3.7506 -2.9784 0.0000
H 0.1885 -3.0920 -3.6465 -0.0001
H -0.3104 -4.4251 -2.5714 0.0002
H -0.2966 -0.5376 -2.5125 -0.0025
C 6.7719 0.3509 -5.5379 -0.0005
C 5.6212 0.5275 -4.5935 0.0015
C 4.5502 -0.3535 -4.6076 -0.0018
C 3.4878 -0.2151 -3.7279 -0.0003
C 2.3416 -1.1831 -3.7839 0.0021
C 3.5010 0.8259 -2.7980 -0.0060
C 4.5633 1.7335 -2.7763 0.0027
C 4.5716 2.8735 -1.8053 -0.0005
C 5.6046 1.5707 -3.6772 -0.0016
C 2.3797 0.9595 -1.8000 -0.0255
O 1.1975 1.0187 -2.2058 0.0583
O 2.6590 0.9790 -0.5783 -0.0081
H 6.5238 -0.3687 -6.3152 0.0000
H 7.6442 -0.0143 -4.9948 0.0001
H 7.0389 1.2977 -6.0047 0.0001
H 4.5399 -1.1656 -5.3222 0.0000
H 2.5135 -1.9406 -4.5460 0.0002
H 1.4263 -0.6441 -4.0221 -0.0002
H 2.2112 -1.6737 -2.8190 0.0000
H 3.5953 3.3548 -1.7722 0.0003
H 5.3212 3.6100 -2.0839 0.0000
H 4.7970 2.5060 -0.8049 0.0002
H 6.4239 2.2761 -3.6640 -0.0001
```

Summary:
* orbital gap (alpha / beta): 5.79 / 6.83 eV
* spin multiplicity: 2